Entry 1:
{
  "formula": "CH2Cl2O",
  "method": "wB97M-V/def2-TZVPD",
  "lumo_ev": 0.80,
  "e_above_lowest_kcal_mol": 6.5,
  "total_energy_ev": -28161.05727,
  "gap_ha": 0.435,
  "smiles": "OC(Cl)Cl",
  "species": ["C", "Cl", "H", "H", "O", "Cl"],
  "xyz": [[-0.845, -0.065, 0.298], [-0.989, -1.824, -0.058], [-0.776, 0.105, 1.380], [0.099, 0.310, -1.315], [0.408, 0.312, -0.472], [-2.132, 0.943, -0.207]]
}


Entry 2:
{
  "formula": "CH2Cl2OSi",
  "method": "wB97M-V/def2-TZVPD",
  "lumo_ev": 0.42,
  "e_above_lowest_kcal_mol": 7.8,
  "total_energy_ev": -36040.33945,
  "gap_ha": 0.339,
  "smiles": "O=C[SiH](Cl)Cl",
  "species": ["H", "H", "Cl", "C", "O", "Cl", "Si"],
  "xyz": [[-0.539, 0.280, -1.802], [-1.701, -0.399, 0.963], [0.434, 2.349, -0.457], [-0.643, -0.709, 0.959], [-0.085, -1.495, 1.648], [2.159, -0.399, -0.563], [0.375, 0.374, -0.749]]
}


Entry 3:
{
  "formula": "CH2Cl2S2",
  "method": "wB97M-V/def2-TZVPD",
  "lumo_ev": [-2.10, -0.44],
  "e_above_lowest_kcal_mol": 55.5,
  "total_energy_ev": -47781.89837,
  "gap_ha": [0.234, 0.321],
  "species": ["C", "Cl", "Cl", "S", "H", "S", "H"],
  "xyz": [[1.427, -0.086, 0.629], [2.663, -0.666, -0.390], [0.802, 1.420, 0.229], [-2.253, 0.508, -0.463], [-1.697, 0.526, -1.608], [-1.620, -1.099, 0.534], [0.679, -0.603, 1.069]]
}


Entry 4:
{
  "formula": "CH2Cl3N",
  "method": "wB97M-V/def2-TZVPD",
  "lumo_ev": 0.65,
  "e_above_lowest_kcal_mol": 24.2,
  "total_energy_ev": -40125.80957,
  "gap_ha": 0.404,
  "smiles": "NC(Cl)(Cl)Cl",
  "species": ["N", "Cl", "H", "Cl", "Cl", "H", "C"],
  "xyz": [[-1.000, -0.010, -0.518], [0.493, 0.637, 1.733], [-1.641, 0.559, -0.006], [1.303, -1.475, -0.134], [1.439, 1.252, -0.845], [-1.191, -0.998, -0.326], [0.596, 0.035, 0.096]]
}


Entry 5:
{
  "formula": "CH2Cl6Si2",
  "method": "wB97M-V/def2-TZVPD",
  "lumo_ev": 0.19,
  "e_above_lowest_kcal_mol": 0.0,
  "total_energy_ev": -91964.11917,
  "gap_ha": 0.364,
  "smiles": "Cl[SiH2]C(Cl)(Cl)[Si](Cl)(Cl)Cl",
  "species": ["H", "Cl", "Cl", "Cl", "Cl", "C", "Si", "H", "Cl", "Cl", "Si"],
  "xyz": [[-1.135, 0.169, -1.588], [0.942, 2.235, 1.504], [-2.995, -1.715, 0.148], [3.241, -0.139, 0.286], [0.220, -1.307, 1.903], [0.047, -0.716, 0.268], [1.454, 0.881, 0.036], [-2.048, 1.098, 0.324], [0.803, -1.937, -0.903], [1.177, 1.574, -1.736], [-1.706, -0.144, -0.241]]
}


Entry 6:
{
  "formula": "CH2ClFO3S",
  "method": "wB97M-V/def2-TZVPD",
  "s_squared": 2.01,
  "multiplicity": 3,
  "lumo_ev": [-0.50, -2.28],
  "e_above_lowest_kcal_mol": 0.0,
  "total_energy_ev": -33282.00423,
  "gap_ha": [0.234, 0.370],
  "species": ["O", "O", "S", "F", "H", "O", "H", "Cl", "C"],
  "xyz": [[-1.398, 0.564, -0.729], [2.830, -0.488, 1.161], [1.818, -0.454, 0.195], [2.562, -0.982, -1.168], [-2.104, 0.301, 1.053], [0.557, -1.143, 0.320], [-3.349, 0.333, -0.423], [1.440, 1.427, -0.427], [-2.356, 0.442, 0.017]]
}


Entry 7:
{
  "formula": "CH2ClN2O2",
  "method": "wB97M-V/def2-TZVPD",
  "s_squared": 2.02,
  "charge": -1,
  "multiplicity": 3,
  "lumo_ev": [3.70, 3.62],
  "e_above_lowest_kcal_mol": 19.5,
  "total_energy_ev": -20661.26869,
  "gap_ha": [0.286, 0.295],
  "species": ["Cl", "N", "H", "H", "C", "N", "O", "O"],
  "xyz": [[1.266, 1.772, 1.566], [0.409, -1.320, -0.225], [0.810, 0.238, -0.268], [0.205, 2.269, -0.415], [0.900, 1.375, -0.060], [-0.822, -1.362, -0.186], [-1.586, -0.393, -0.083], [-1.181, -2.578, -0.329]]
}


Entry 8:
{
  "formula": "CH2ClNO",
  "method": "wB97M-V/def2-TZVPD",
  "lumo_ev": -0.63,
  "e_above_lowest_kcal_mol": 75.9,
  "total_energy_ev": -17126.29503,
  "gap_ha": 0.325,
  "smiles": "O=NCCl",
  "species": ["Cl", "H", "N", "O", "H", "C"],
  "xyz": [[1.893, 0.959, -0.126], [0.331, -0.106, 1.288], [-0.778, 1.586, 0.444], [-1.653, 1.693, -0.386], [-0.137, -0.473, -0.274], [0.302, 0.376, 0.347]]
}


Entry 9:
{
  "formula": "CH2ClNO2S",
  "method": "wB97M-V/def2-TZVPD",
  "lumo_ev": 0.04,
  "e_above_lowest_kcal_mol": 13.2,
  "total_energy_ev": -30011.63733,
  "gap_ha": 0.342,
  "smiles": "NC(=O)OSCl",
  "species": ["H", "N", "Cl", "O", "O", "C", "H", "S"],
  "xyz": [[-2.404, -0.341, 0.498], [-1.509, -0.190, 0.012], [2.834, 1.112, 0.127], [0.475, -0.146, -0.755], [0.241, 0.338, 1.408], [-0.247, 0.016, 0.387], [-1.470, -0.180, -1.038], [2.080, -0.608, -0.639]]
}